Entry 1:
{
  "formula": "C9H14O",
  "method": "ωB97M-V/def2-TZVPD",
  "species": ["C", "C", "H", "H", "H", "H", "H", "H", "C", "C", "C", "C", "C", "C", "C", "O", "H", "H", "H", "H", "H", "H", "H", "H"],
  "coordinates": [[1.32861, 2.26842, -0.27808], [-0.12688, 2.34438, 0.20659], [1.96166, 2.82908, 0.22042], [1.73583, 1.19970, -0.06005], [1.26713, 2.23262, -1.36632], [-0.88928, 2.05304, -0.53513], [-0.45223, 3.39610, 0.43461], [-0.13713, 1.70868, 1.12067], [1.57296, -1.27428, 1.58667], [-1.84538, -0.78769, 0.15695], [-0.82733, -0.94642, 1.13170], [-1.60398, -1.01490, -1.21417], [0.49113, -1.04917, 0.57013], [-0.25872, -0.98482, -1.72069], [0.76879, -0.98852, -0.76781], [-2.64038, -1.39302, -1.99665], [-2.89025, -0.74088, 0.45770], [-1.24629, -0.96055, 2.08084], [-3.44457, -1.72390, -1.52425], [0.00153, -1.16478, -2.72922], [1.64087, -0.38881, 2.12753], [2.50655, -1.57424, 1.03966], [1.76768, -0.96074, -1.21968], [1.31969, -2.07930, 2.27856]],
  "forces_ev_per_angstrom": [[-3.2, -5.7, -2.3], [-0.1, 0.7, 1.0], [3.0, 3.5, 1.7], [-0.8, 1.6, -0.2], [0.9, 0.9, 0.0], [0.6, -0.6, 0.3], [0.6, -0.8, 0.2], [-0.8, 0.6, -0.5], [0.7, -1.7, -1.8], [0.7, -1.1, 0.1], [-0.2, 0.7, -5.6], [1.4, -0.1, 0.7], [-0.8, -0.6, 3.1], [-2.0, -0.3, 2.1], [-0.9, 0.2, -1.6], [-1.1, -0.1, -1.0], [0.1, 0.0, 0.1], [0.6, -0.1, 2.1], [1.4, 0.7, -0.2], [-0.2, 0.1, -1.0], [0.9, 1.5, 1.2], [-0.5, 0.6, 0.9], [-0.1, -0.2, 0.8], [0.0, 0.0, -0.1]],
  "mulliken_charge": [-0.791, -0.595, 0.485, 0.018, 0.265, 0.177, 0.350, 0.101, -1.480, -0.576, -0.937, 0.636, 1.040, -0.689, -0.413, -0.547, 0.320, 0.430, 0.328, 0.471, 0.326, 0.302, 0.351, 0.427],
  "gap_ev": 8.943,
  "total_charge": 0,
  "max_force_ha_per_bohr": 0.1355,
  "smiles": "Cc1ccc(O)cc1.CC"
}



Entry 2:
{
  "formula": "C9H14O",
  "method": "ωB97M-V/def2-TZVPD",
  "species": ["C", "C", "C", "C", "C", "C", "C", "O", "H", "H", "H", "H", "H", "H", "H", "H", "C", "C", "H", "H", "H", "H", "H", "H"],
  "coordinates": [[0.82401, 2.56264, -0.31622], [0.30475, -0.58558, 1.66968], [-1.03868, -0.46440, 1.96331], [0.94761, 0.48544, 0.98475], [0.12500, 1.41569, 0.36010], [-1.79944, 0.61415, 1.51310], [-1.26973, 1.44312, 0.53833], [-1.59971, -1.59586, 2.53528], [1.03878, -1.30409, 1.98326], [2.01907, 0.47773, 0.85522], [-2.74213, 0.86729, 1.84333], [-2.50363, -1.45402, 2.81523], [1.15853, 3.15596, 0.55792], [0.06236, 3.10157, -0.91230], [-1.80253, 2.17657, -0.07918], [1.68290, 2.36657, -0.91620], [-0.01237, -2.10885, -1.82171], [1.14847, -1.18439, -2.06918], [-0.68354, -1.79223, -1.02617], [-0.51875, -2.35514, -2.77966], [0.25126, -3.10053, -1.36709], [1.03254, -0.25506, -1.47824], [1.20507, -1.05856, -3.16436], [2.17014, -1.40802, -1.68917]],
  "forces_ev_per_angstrom": [[-1.5, 0.9, 0.8], [1.8, 2.3, -0.7], [-0.3, -1.4, 0.0], [-2.4, -1.3, 0.3], [1.0, 0.2, -0.4], [1.5, -0.1, -1.4], [1.8, 0.2, 0.2], [0.3, 0.4, 0.4], [-0.7, -0.9, 0.5], [0.1, 0.1, 0.0], [-2.2, -0.3, 0.7], [-0.3, 0.2, 0.0], [-0.1, 0.4, -0.8], [0.7, 0.2, 0.3], [-0.2, -0.2, 0.8], [0.5, -0.6, -0.5], [-0.1, -2.3, 0.7], [1.1, 1.1, 0.3], [-0.4, 0.7, -0.4], [-0.1, 0.3, 0.9], [0.3, 0.6, -0.7], [-0.5, 0.0, -1.1], [0.3, 0.6, 0.6], [-0.7, -1.0, -0.4]],
  "mulliken_charge": [-1.518, -0.402, 0.676, -0.517, 0.949, -0.786, -0.800, -0.502, 0.411, 0.386, 0.439, 0.293, 0.345, 0.366, 0.351, 0.325, -0.776, -0.400, 0.173, 0.305, 0.248, -0.149, 0.326, 0.257],
  "gap_ev": 9.160,
  "total_charge": 0,
  "max_force_ha_per_bohr": 0.0582,
  "smiles": "Cc1ccc(O)cc1.CC"
}



Entry 3:
{
  "formula": "C9H14O",
  "method": "ωB97M-V/def2-TZVPD",
  "species": ["C", "C", "H", "H", "H", "H", "H", "H", "C", "C", "C", "C", "C", "C", "C", "O", "H", "H", "H", "H", "H", "H", "H", "H"],
  "coordinates": [[-2.96891, -0.66271, 2.35584], [-2.03701, -1.24358, 3.46025], [-2.39986, 0.01247, 1.73372], [-3.29504, -1.45318, 1.69106], [-3.82462, -0.13292, 2.75813], [-2.38943, -0.96602, 4.44368], [-1.01192, -0.95778, 3.27826], [-2.03267, -2.33363, 3.42557], [-0.95685, 2.30743, -1.95705], [0.61176, -0.24110, 0.37517], [1.68677, -0.68786, -0.41306], [-0.25632, 0.68176, -0.15746], [-0.02467, 1.24664, -1.41728], [1.90180, -0.22078, -1.67969], [1.03768, 0.78653, -2.15602], [2.42454, -1.71690, 0.14996], [0.45181, -0.84836, 1.24603], [-1.12108, 0.98588, 0.41139], [2.66138, -0.53932, -2.37374], [3.26531, -1.80759, -0.30527], [-1.87790, 1.86377, -2.34064], [-0.45999, 2.89063, -2.73098], [1.22069, 1.22968, -3.12698], [-1.32574, 2.97713, -1.17025]],
  "forces_ev_per_angstrom": [[0.8, -0.4, 0.3], [-0.7, -0.4, -0.7], [0.0, 0.4, -0.1], [-0.3, -0.1, -0.1], [-0.1, 0.0, 0.0], [0.3, 0.2, 0.3], [0.3, 0.3, 0.3], [-0.1, 0.0, 0.0], [-0.2, -0.1, 0.4], [0.5, -0.8, -1.2], [0.1, -0.9, 0.8], [0.2, 0.1, 0.2], [-0.5, 0.3, 0.3], [-0.7, 1.3, -0.7], [0.5, -0.2, 0.1], [-0.1, 0.4, -0.1], [-0.2, 0.4, 0.6], [-0.1, 0.1, 0.0], [0.4, -0.4, 0.3], [0.0, 0.0, -0.1], [0.1, -0.1, -0.3], [-0.2, 0.0, 0.0], [0.0, -0.1, -0.1], [0.4, 0.0, -0.1]],
  "mulliken_charge": [-0.223, -0.838, -0.280, 0.252, 0.363, 0.301, 0.264, 0.248, -1.354, -0.323, 1.011, -0.285, 0.238, -0.866, -0.459, -0.541, 0.292, 0.298, 0.289, 0.293, 0.290, 0.372, 0.317, 0.341],
  "gap_ev": 9.382,
  "total_charge": 0,
  "max_force_ha_per_bohr": 0.0325,
  "smiles": "Cc1ccc(O)cc1.CC"
}



Entry 4:
{
  "formula": "C9H14O",
  "method": "ωB97M-V/def2-TZVPD",
  "species": ["C", "C", "C", "C", "C", "C", "C", "H", "H", "H", "H", "H", "H", "H", "H", "C", "C", "O", "H", "H", "H", "H", "H", "H"],
  "coordinates": [[-2.29464, 0.32575, -1.01441], [-1.71621, -2.00014, -0.16522], [-1.34472, -0.79145, -0.78701], [-0.81711, -3.05776, -0.04630], [-0.00225, -0.62810, -1.20933], [0.53522, -2.82800, -0.22384], [0.91256, -1.53517, -0.78636], [-2.61064, -2.02653, 0.44948], [-1.21812, -3.99543, 0.31850], [-3.32388, -0.02459, -1.09085], [-1.96988, 0.88222, -1.88256], [0.15660, 0.29097, -1.75278], [1.27696, -3.60394, -0.10554], [1.95152, -1.37142, -1.05473], [-2.24142, 0.97881, -0.12540], [0.92647, 2.98297, 1.29837], [1.69427, 1.99854, 2.18796], [1.54194, 3.28967, 0.03303], [-0.00790, 2.52819, 0.97745], [0.77731, 3.88129, 1.89729], [1.01494, 1.30412, 2.68605], [2.02462, 4.11345, 0.20501], [2.16287, 2.52475, 3.02236], [2.43895, 1.45680, 1.60266]],
  "forces_ev_per_angstrom": [[0.1, -0.7, 0.5], [0.4, -1.0, 1.4], [0.2, 1.0, -0.7], [-0.8, 0.0, 0.5], [-0.8, 0.1, 0.7], [-0.6, 0.9, -1.2], [0.9, -0.4, -0.8], [-0.4, -0.2, -0.6], [0.3, 0.0, 0.1], [0.0, 0.1, -0.1], [-0.2, 0.3, -0.1], [0.8, -0.1, 0.0], [0.1, 0.1, 0.3], [0.0, -0.1, 0.3], [0.0, 0.0, -0.2], [0.0, -0.6, -0.3], [0.0, 0.2, 0.1], [0.5, 0.6, 1.0], [-0.4, 0.2, 0.4], [-0.5, 0.1, -0.3], [-0.1, -0.2, -0.3], [0.1, -0.4, -0.5], [0.4, 0.0, -0.3], [0.0, 0.0, 0.1]],
  "mulliken_charge": [-1.353, -0.248, 1.026, -0.468, -0.382, -0.399, -0.385, 0.389, 0.391, 0.424, 0.416, 0.388, 0.443, 0.431, 0.321, -0.060, -0.944, -0.533, -0.002, 0.363, 0.284, 0.305, 0.315, 0.279],
  "gap_ev": [8.595, 4.709],
  "total_charge": 1,
  "spin_multiplicity": 2,
  "s_squared": 0.769,
  "max_force_ha_per_bohr": 0.0343
}



Entry 5:
{
  "formula": "C9H14O2",
  "method": "ωB97M-V/def2-TZVPD",
  "species": ["C", "C", "C", "C", "C", "C", "C", "C", "C", "O", "O", "H", "H", "H", "H", "H", "H", "H", "H", "H", "H", "H", "H", "H", "H"],
  "coordinates": [[-0.63648, 0.56239, 1.83415], [-0.12194, -0.96220, -0.31901], [0.26810, 0.01651, 0.70792], [-0.56130, 1.94266, 1.24196], [0.40786, 1.41398, 0.20360], [-1.05992, 1.74169, -0.23833], [0.12690, -2.32611, -0.26934], [1.59084, 2.05047, -0.49794], [-0.13917, -3.28784, -1.39125], [-1.22186, 2.81771, -1.03538], [0.60141, -2.79514, 0.95311], [-1.64839, 0.07105, 1.87387], [-0.12191, 0.49214, 2.83950], [-1.70900, 1.00089, -0.41843], [-0.63261, -0.62724, -1.22335], [1.22198, -0.52738, 1.01898], [-0.49683, 2.80805, 1.76491], [2.35387, 1.93503, 0.27141], [1.28191, 3.10194, -0.82323], [1.90504, 1.57194, -1.47966], [0.28565, -4.31336, -1.08058], [0.36171, -2.90417, -2.25067], [-1.27904, -3.46872, -1.66161], [-2.15546, 3.01266, -0.76549], [1.37866, -3.32697, 0.74486]],
  "forces_ev_per_angstrom": [[-0.5, -1.3, 1.7], [-0.7, -3.4, -1.1], [2.5, -1.9, 0.4], [-0.5, -2.6, -2.7], [-1.6, 0.7, -2.4], [5.0, 1.5, 3.4], [-1.1, 3.5, 0.8], [-1.0, 0.4, -0.9], [-1.4, -2.0, 0.9], [-2.1, 1.7, -0.2], [0.3, -0.3, -0.8], [0.8, 0.5, 0.2], [-0.7, 0.0, -1.1], [-2.3, -2.9, -0.4], [0.2, 0.0, 0.1], [-0.9, 1.4, 0.6], [-0.1, 2.7, 1.3], [0.7, 0.8, -0.5], [0.9, -1.2, 1.0], [-0.4, 0.1, 1.4], [-0.6, 1.5, -0.7], [0.3, -0.1, -0.9], [2.3, 0.5, 0.8], [1.1, 0.8, -1.1], [0.0, -0.3, 0.3]],
  "mulliken_charge": [-0.576, -0.699, 0.517, -0.741, 0.524, -0.497, 0.102, -1.324, -1.094, -0.531, -0.483, 0.289, 0.249, 0.494, 0.405, 0.302, 0.545, 0.343, 0.324, 0.256, 0.298, 0.328, 0.242, 0.389, 0.336],
  "gap_ev": 9.134,
  "total_charge": 0,
  "max_force_ha_per_bohr": 0.1220,
  "smiles": "C/C(O)=C/[C@@H]1C[C@@H]2[C@@H](O)[C@]12C"
}



Entry 6:
{
  "formula": "C9H14O2",
  "method": "ωB97M-V/def2-TZVPD",
  "species": ["C", "C", "O", "H", "H", "H", "H", "H", "H", "C", "C", "C", "C", "C", "C", "C", "O", "H", "H", "H", "H", "H", "H", "H", "H"],
  "coordinates": [[2.44282, -1.22580, -0.74186], [1.75030, -0.52702, -1.92907], [3.30234, -0.29226, -0.09405], [1.61159, -1.53675, -0.10526], [3.11663, -1.98863, -1.12459], [1.33780, 0.45882, -1.78448], [2.79045, 0.44676, 0.21380], [0.99830, -1.17008, -2.39377], [2.43932, -0.39318, -2.77091], [-0.43574, 1.79504, 2.56959], [-1.02635, 0.48834, -0.95179], [-1.78524, -0.64368, -0.74368], [-0.59826, 1.31672, 0.06668], [-0.93825, 1.01591, 1.38732], [-2.08853, -1.01793, 0.56585], [-1.60553, -0.21706, 1.59137], [-2.11818, -1.48530, -1.79037], [-0.87478, 0.81070, -1.97916], [0.03346, 2.18412, -0.07433], [-2.52845, -1.98388, 0.75485], [-3.06996, -1.54692, -1.80924], [-0.98315, 2.72724, 2.68809], [0.62577, 1.97907, 2.36609], [-1.93034, -0.38375, 2.61418], [-0.46601, 1.18949, 3.47476]],
  "forces_ev_per_angstrom": [[-0.7, 2.0, -1.0], [0.9, -0.9, -1.6], [0.6, -0.7, 0.2], [0.5, -0.6, 0.4], [-0.4, -0.4, 0.3], [-0.1, 0.1, 0.7], [-0.4, 0.4, 0.2], [-0.3, 0.0, 0.4], [0.4, 0.0, 0.3], [0.5, -0.3, -0.6], [-0.5, 0.8, -1.3], [0.2, -0.5, 0.9], [-0.2, -0.1, 1.4], [0.0, -1.8, -0.4], [1.0, 0.3, -0.2], [-0.9, 1.4, 0.5], [0.3, 0.6, -0.1], [0.2, -0.3, 0.1], [-0.1, 0.1, -0.5], [-0.3, 0.0, 0.1], [-0.4, -0.2, -0.1], [0.1, 0.1, 0.2], [-0.2, 0.4, 0.3], [0.3, -0.5, 0.0], [-0.2, 0.2, 0.0]],
  "mulliken_charge": [-0.189, -0.945, -0.517, 0.204, 0.300, 0.184, 0.292, 0.272, 0.394, -1.283, -0.516, 0.178, -0.402, 0.679, -0.470, -0.634, -0.526, 0.517, 0.429, 0.407, 0.333, 0.286, 0.310, 0.313, 0.381],
  "gap_ev": 9.645,
  "total_charge": 0,
  "max_force_ha_per_bohr": 0.0457,
  "smiles": "Cc1ccc(O)cc1.CCO"
}



Entry 7:
{
  "formula": "C9H14O2",
  "method": "ωB97M-V/def2-TZVPD",
  "species": ["C", "C", "C", "C", "C", "C", "C", "O", "H", "H", "H", "H", "H", "H", "H", "H", "C", "C", "O", "H", "H", "H", "H", "H", "H"],
  "coordinates": [[-2.27740, 1.50356, -0.82578], [-0.69371, 1.99427, 1.11788], [-0.97267, 1.41661, -0.14056], [0.59720, 2.27628, 1.44325], [1.61363, 1.65618, 0.70171], [0.03981, 0.79522, -0.85293], [1.35371, 0.87687, -0.40312], [2.79832, 2.15110, 1.15973], [-1.51800, 2.22001, 1.78904], [0.86377, 2.47647, 2.47327], [-2.86299, 0.64964, -0.96355], [-2.46485, 2.17639, -1.69179], [-0.21937, 0.06664, -1.65755], [3.54815, 1.54157, 1.11538], [2.15676, 0.33927, -0.91864], [-2.99910, 1.95061, -0.20916], [0.77191, -2.67391, -0.48329], [-0.43289, -2.22911, 0.33190], [0.29893, -3.64029, -1.47972], [1.19557, -1.88389, -1.06681], [1.70409, -3.13019, -0.05061], [-0.14151, -1.15225, 0.66927], [-0.38537, -4.16706, -0.94110], [-0.67222, -3.00528, 1.10186], [-1.30177, -2.20872, -0.21869]],
  "forces_ev_per_angstrom": [[-1.5, 1.5, 0.0], [-1.0, 0.3, -1.2], [0.3, -0.1, -0.9], [-0.2, -2.4, 0.9], [-0.2, 1.9, 0.3], [0.1, -0.9, 0.3], [0.9, -0.3, -0.2], [1.5, -0.8, 0.0], [0.1, 0.3, -0.2], [0.0, 0.9, -0.2], [0.0, -2.2, -0.9], [1.2, -0.6, 0.0], [0.2, 1.1, 0.4], [-0.3, 0.0, -0.3], [-0.2, 0.3, 0.2], [-0.8, 1.2, 1.7], [0.1, -1.6, -1.5], [3.3, 0.8, 2.5], [-1.4, -0.9, 1.9], [-0.1, 0.8, -0.4], [-1.2, 0.4, 0.7], [-1.1, -2.1, 0.3], [1.6, 0.9, -1.6], [0.5, 1.0, 0.1], [-1.7, 0.5, -1.9]],
  "mulliken_charge": [-1.666, -0.379, 0.801, -0.519, 0.759, -0.871, -0.502, -0.521, 0.340, 0.319, 0.396, 0.312, 0.385, 0.315, 0.363, 0.489, -0.053, -0.925, -0.556, 0.063, 0.249, 0.052, 0.313, 0.394, 0.442],
  "gap_ev": 9.183,
  "total_charge": 0,
  "max_force_ha_per_bohr": 0.0824,
  "smiles": "Cc1ccc(O)cc1.CCO"
}



Entry 8:
{
  "formula": "C9H14O2",
  "method": "ωB97M-V/def2-TZVPD",
  "species": ["C", "C", "C", "C", "C", "C", "C", "C", "C", "O", "O", "H", "H", "H", "H", "H", "H", "H", "H", "H", "H", "H", "H", "H", "H"],
  "coordinates": [[0.08679, -2.09530, -0.01070], [1.16196, -1.29930, -0.12521], [-1.21813, -1.43848, 0.05058], [0.35882, 0.56757, 0.21433], [-1.11639, 0.02549, -0.09920], [2.57192, -1.47910, -0.22480], [0.86950, 0.84524, 1.60032], [-1.42957, 0.42803, -1.52160], [-2.15933, 0.76876, 0.78208], [-2.29439, -2.01364, 0.02107], [0.89890, 1.44148, -0.70440], [0.18343, -3.14591, 0.06330], [2.97447, -1.14622, -1.29562], [3.01087, -2.36928, 0.19582], [3.11960, -0.60254, 0.29835], [0.88000, -0.06283, 2.17363], [0.47004, 1.67516, 2.20367], [1.92408, 1.15061, 1.30973], [-0.87198, -0.11343, -2.27815], [-1.30139, 1.51585, -1.75739], [-2.48504, 0.00926, -1.71363], [-2.35760, 1.74910, 0.54161], [-2.09075, 0.63545, 1.81880], [-3.14980, 0.17778, 0.47508], [0.60971, 1.15866, -1.54808]],
  "forces_ev_per_angstrom": [[1.5, 0.8, 0.2], [-3.7, 2.9, 1.0], [-0.3, -1.4, -0.7], [0.1, -4.5, -1.2], [1.4, 4.4, 1.3], [3.1, 3.1, -1.3], [1.6, 1.0, -1.0], [-2.1, -0.7, -1.4], [-2.4, -4.3, -1.9], [0.6, 0.2, 0.4], [0.3, 0.6, 1.8], [-0.3, -1.1, -0.1], [-0.9, -1.5, 1.8], [0.1, -0.6, -0.4], [-1.0, -1.2, -0.2], [0.0, -0.3, 0.4], [-0.3, -0.2, -0.6], [-0.9, -0.4, 1.1], [0.6, -0.3, 0.0], [-0.6, -0.9, 0.5], [1.3, 1.2, 0.1], [0.1, 2.3, -0.7], [0.5, -0.2, 1.5], [1.7, 1.3, 0.9], [-0.3, -0.3, -1.5]],
  "mulliken_charge": [-0.828, 0.350, 0.471, 0.232, 2.183, -1.102, -1.462, -2.207, -1.929, -0.637, -0.575, 0.511, 0.221, 0.375, 0.258, 0.341, 0.364, 0.396, 0.492, 0.432, 0.399, 0.477, 0.462, 0.361, 0.416],
  "gap_ev": 9.312,
  "total_charge": 0,
  "max_force_ha_per_bohr": 0.1033
}